Molecular formula: CH3O4P
Method: DFT, the ωB97M-V functional and the def2-TZVPD basis

The geometry in XYZ format:
```
9
Properties=species:S:1:pos:R:3:forces:R:3
C 0.51408 -0.51677 -0.82557 -1.8 3.0 0.3
O -1.89925 1.01381 0.53710 0.6 -1.1 0.3
O 0.03437 -1.02339 0.16283 0.2 -1.2 0.4
O 1.12275 -1.06486 -1.81106 1.6 0.4 -1.6
O 0.38529 1.20730 1.66822 3.4 1.5 0.8
P -0.78792 0.48223 1.35283 -2.9 1.6 -2.9
H 0.29101 0.55773 -0.97107 0.4 0.0 0.0
H -1.09994 -0.36484 2.27740 -0.9 -2.3 1.9
H 1.43960 -0.29122 -2.39068 -0.6 -1.9 0.9
```
Forces are in eV/Å.

Output
* calculated total energy: -18564.70007 eV
* frontier orbital gap: 10.663 eV
* HOMO energy: -10.8698 eV
* relative energy (zero: lowest compared OMol25 entry of this formula, charge and spin): 142.1 kJ/mol

These are the Mulliken partial charges, in e, on atoms 1 to 6: C 0.435; O -0.570; O -0.396; O -0.353; O -0.528; P 0.790